*one*
A 2-piece molecular cluster, C9H14 overall. Source: OMol25; level of theory: ωB97M-V with the def2-TZVPD basis set.

Properties
Charge: 0
SMILES string: Cc1ccccc1.CC
HOMO-LUMO gap (eV): 9.92

Each line ends with the Mulliken charge.
Element x y z (Å)
C 2.243 -1.184 -0.537  -1.43
C 1.910 -0.045 0.384  0.92
C 2.063 -0.308 1.768  -0.63
C 1.508 0.538 2.701  -0.18
C 0.724 1.625 2.345  -0.71
C 0.717 1.942 0.991  -0.16
C 1.355 1.175 0.013  -0.65
H 1.791 -2.093 -0.151  0.36
H 3.313 -1.225 -0.758  0.33
H 1.858 -1.079 -1.561  0.35
H 2.598 -1.214 2.007  0.37
H 1.739 0.282 3.732  0.33
H 0.202 2.139 3.138  0.41
H 0.155 2.819 0.693  0.35
H 1.287 1.454 -1.030  0.36
C -2.763 -0.781 -2.460  -0.73
C -3.090 -0.398 -1.002  -0.75
H -3.100 -0.024 -3.159  0.27
H -1.709 -0.985 -2.617  0.21
H -3.340 -1.678 -2.693  0.26
H -2.225 -0.428 -0.330  0.21
H -3.486 0.608 -0.923  0.26
H -3.748 -1.140 -0.551  0.28

*two*
A 2-piece molecular cluster, C9H14 overall. Source: OMol25; level of theory: ωB97M-V with the def2-TZVPD basis set.

Properties
Charge: 0
SMILES string: Cc1ccccc1.CC
HOMO-LUMO gap (eV): 10.04

Each line ends with the Mulliken charge.
Element x y z (Å)
C 0.212 -2.183 1.434  -1.01
C -0.736 -0.986 1.204  0.51
C -1.991 -1.282 0.704  -0.42
C -2.919 -0.322 0.323  -0.75
C -2.468 1.025 0.386  -0.16
C -1.258 1.298 0.913  -0.48
C -0.431 0.329 1.344  0.11
H 0.439 -2.219 2.654  0.25
H 1.120 -2.029 0.838  0.24
H -0.252 -3.203 1.066  0.29
H -2.134 -2.177 0.286  0.31
H -3.806 -0.525 -0.261  0.35
H -3.115 1.917 0.025  0.24
H -1.090 2.391 1.005  0.30
H 0.461 0.557 2.068  0.20
C 2.685 1.017 -1.149  -0.59
C 1.812 0.863 -2.350  -0.75
H 2.859 -0.075 -0.858  0.15
H 3.525 1.624 -1.311  0.39
H 2.054 1.345 -0.227  0.09
H 1.241 -0.005 -2.382  0.30
H 2.740 0.925 -3.180  0.21
H 1.050 1.716 -2.532  0.20

*three*
One molecule with the formula C9H14. Source: OMol25; level of theory: ωB97M-V with the def2-TZVPD basis set.

Properties
Charge: 0
SMILES string: C[C@H]1[C@H]2C[C@H]3C[C@H](C3)[C@@H]21
HOMO-LUMO gap (eV): 9.61

Each line ends with the Mulliken charge.
Element x y z (Å)
C 3.002 -0.091 -0.401  -1.40
C 1.847 -0.303 0.566  -0.05
C 0.590 0.621 0.548  -0.17
C -0.398 1.576 -0.221  -0.90
C -1.735 0.734 -0.253  0.11
C -1.661 -0.659 -1.027  -1.09
C -1.005 -1.257 0.209  0.13
C -1.783 -0.203 1.063  -1.00
C 0.506 -0.786 0.051  -0.16
H 3.130 -0.995 -0.995  0.32
H 3.974 0.015 0.203  0.34
H 2.968 0.749 -1.033  0.36
H 2.228 -0.505 1.562  0.44
H 0.382 0.804 1.628  0.11
H -0.553 2.485 0.366  0.35
H -0.118 1.864 -1.249  0.30
H -2.667 1.327 -0.488  0.38
H -2.641 -1.119 -1.092  0.30
H -1.188 -0.689 -1.971  0.46
H -1.236 -2.327 0.472  0.42
H -2.817 -0.460 1.067  0.35
H -1.452 0.148 2.054  0.32
H 0.626 -0.928 -1.056  0.09

*four*
A 2-piece molecular cluster, C9H14 overall. Source: OMol25; level of theory: ωB97M-V with the def2-TZVPD basis set.

Properties
Charge: 0
SMILES string: Cc1ccccc1.CC
HOMO-LUMO gap (eV): 9.98

Each line ends with the Mulliken charge.
Element x y z (Å)
C -2.605 -1.691 0.575  -1.32
C -1.508 -0.881 1.224  0.70
C -1.601 -0.523 2.565  -0.50
C -0.547 0.102 3.225  -0.42
C 0.580 0.505 2.525  -0.61
C 0.653 0.167 1.186  -0.19
C -0.402 -0.415 0.504  -0.20
H -2.294 -2.594 0.067  0.32
H -3.154 -1.042 -0.130  0.31
H -3.371 -1.879 1.329  0.35
H -2.493 -0.791 3.129  0.26
H -0.679 0.261 4.286  0.35
H 1.291 1.194 2.965  0.35
H 1.549 0.435 0.644  0.23
H -0.457 -0.428 -0.581  0.36
C 1.526 0.638 -3.524  -0.88
C 2.273 1.283 -2.343  -0.65
H 0.869 1.358 -4.016  0.26
H 2.206 0.166 -4.232  0.31
H 0.857 -0.154 -3.180  0.25
H 3.232 1.697 -2.651  0.36
H 2.450 0.515 -1.585  0.11
H 1.624 2.078 -1.980  0.25

According to the calculations, the structures order from most to least stable as *four*, *one*, *two*, *three*.

*one*
A 2-piece molecular cluster, C9H14 overall. Source: OMol25; level of theory: ωB97M-V with the def2-TZVPD basis set.

Properties
Charge: 0
SMILES string: Cc1ccccc1.CC
HOMO-LUMO gap (eV): 9.83

Each line ends with the Mulliken charge.
Element x y z (Å)
C -1.204 -0.548 1.750  -1.15
C -0.112 -0.996 0.808  1.12
C -0.576 -1.019 -0.519  -0.67
C 0.097 -1.694 -1.505  -0.55
C 1.338 -2.307 -1.163  -0.31
C 1.755 -2.394 0.146  -0.36
C 0.948 -1.866 1.138  -0.46
H -1.260 0.629 1.849  0.16
H -0.994 -0.922 2.783  0.34
H -2.100 -0.742 1.199  0.35
H -1.431 -0.491 -0.721  0.47
H -0.195 -1.674 -2.612  0.25
H 1.955 -2.878 -1.903  0.28
H 2.662 -2.931 0.494  0.31
H 1.294 -2.122 2.211  0.19
C -0.641 3.191 -0.965  -0.95
C 0.039 2.207 -0.045  -0.38
H 0.232 3.414 -1.677  0.24
H -1.523 2.932 -1.507  0.35
H -0.941 4.130 -0.343  0.22
H -0.497 2.280 0.891  0.12
H 1.044 2.667 0.149  0.29
H 0.111 1.135 -0.457  0.13

*two*
A 2-piece molecular cluster, C9H14 overall. Source: OMol25; level of theory: ωB97M-V with the def2-TZVPD basis set.

Properties
Charge: 0
SMILES string: Cc1ccccc1.CC
HOMO-LUMO gap (eV): 9.90

Each line ends with the Mulliken charge.
Element x y z (Å)
C -0.793 1.432 1.097  -1.27
C -1.239 0.204 0.392  0.79
C -1.447 -0.977 1.064  -0.39
C -1.459 -2.200 0.315  -0.54
C -1.477 -2.138 -1.059  -0.35
C -1.524 -0.906 -1.727  -0.47
C -1.366 0.241 -1.019  -0.45
H -0.716 2.200 0.274  0.30
H 0.091 1.284 1.727  0.19
H -1.322 1.924 1.924  0.42
H -1.481 -0.975 2.134  0.42
H -1.536 -3.167 0.762  0.40
H -1.516 -3.006 -1.701  0.35
H -1.545 -1.021 -2.804  0.34
H -1.410 1.212 -1.512  0.25
C 2.305 1.070 0.631  -1.03
C 2.300 0.468 -0.745  -0.52
H 3.297 1.183 1.130  0.41
H 1.926 2.081 0.694  0.32
H 2.068 0.426 1.497  0.27
H 1.349 -0.056 -0.860  -0.02
H 2.836 -0.465 -0.765  0.31
H 2.658 1.188 -1.450  0.29

*three*
A 2-piece molecular cluster, C9H14 overall. Source: OMol25; level of theory: ωB97M-V with the def2-TZVPD basis set.

Properties
Charge: 0
SMILES string: Cc1ccccc1.CC
HOMO-LUMO gap (eV): 10.01

Each line ends with the Mulliken charge.
Element x y z (Å)
C -1.303 -3.305 -2.052  -1.27
C -1.022 -1.890 -1.678  0.87
C -0.605 -0.960 -2.650  -0.58
C -0.238 0.290 -2.258  -0.41
C -0.370 0.702 -0.928  -0.27
C -0.898 -0.160 -0.015  -0.30
C -1.110 -1.517 -0.346  -0.60
H -2.317 -3.726 -2.044  0.27
H -0.723 -3.877 -1.297  0.32
H -0.797 -3.649 -2.982  0.34
H -0.647 -1.335 -3.671  0.36
H 0.098 1.013 -3.029  0.29
H -0.027 1.712 -0.668  0.28
H -0.990 0.318 0.978  0.34
H -1.449 -2.172 0.444  0.35
C 2.133 2.769 2.962  -0.88
C 0.890 1.879 2.543  -0.64
H 2.998 2.082 3.019  0.24
H 2.366 3.589 2.273  0.26
H 2.094 3.058 4.000  0.29
H 0.256 2.380 1.792  0.15
H 0.335 1.801 3.519  0.26
H 1.326 0.997 2.084  0.31

*four*
A 2-piece molecular cluster, C9H14 overall. Source: OMol25; level of theory: ωB97M-V with the def2-TZVPD basis set.

Properties
Charge: 0
SMILES string: Cc1ccccc1.CC
HOMO-LUMO gap (eV): 9.80

Each line ends with the Mulliken charge.
Element x y z (Å)
C -2.500 0.468 -0.075  -1.39
C -1.210 0.378 -0.741  1.08
C -1.263 -0.096 -2.085  -0.66
C 0.056 -0.144 -2.703  -0.21
C 1.198 0.201 -2.109  -0.71
C 1.153 0.828 -0.797  -0.49
C -0.006 0.896 -0.091  -0.41
H -2.234 0.886 0.897  0.38
H -2.952 -0.462 0.234  0.33
H -3.203 1.257 -0.550  0.27
H -2.183 -0.427 -2.509  0.43
H -0.040 -0.636 -3.749  0.20
H 2.080 -0.057 -2.640  0.42
H 1.855 1.514 -0.453  0.42
H 0.023 1.404 0.874  0.35
C 1.681 -0.450 3.550  -0.65
C 0.764 -1.583 3.085  -0.64
H 1.474 -0.340 4.677  0.25
H 2.832 -0.594 3.609  0.24
H 1.549 0.328 2.777  0.15
H 0.984 -1.785 1.916  0.18
H -0.344 -1.343 3.141  0.22
H 0.919 -2.744 3.573  0.25

According to the calculations, the structures order from most to least stable as *three*, *two*, *one*, *four*.

*one*
A 2-piece molecular cluster, C9H14 overall. Source: OMol25; level of theory: ωB97M-V with the def2-TZVPD basis set.

Properties
Charge: 0
SMILES string: Cc1ccccc1.CC
HOMO-LUMO gap (eV): 9.93

Each line ends with the Mulliken charge.
Element x y z (Å)
C 2.315 2.981 -0.641  -1.23
C 1.033 2.301 -1.074  0.71
C -0.233 2.850 -0.928  -0.61
C -1.323 1.962 -0.942  -0.10
C -1.217 0.579 -1.113  -0.65
C 0.024 0.168 -1.611  -0.36
C 1.108 1.030 -1.615  -0.54
H 3.135 2.274 -0.741  0.35
H 2.197 3.296 0.396  0.30
H 2.588 3.895 -1.176  0.30
H -0.373 3.882 -0.639  0.37
H -2.281 2.447 -0.780  0.32
H -2.062 -0.063 -0.936  0.45
H 0.187 -0.797 -2.079  0.37
H 2.068 0.702 -1.998  0.32
C -1.474 -3.596 1.503  -0.75
C -0.347 -3.298 2.487  -0.81
H -2.012 -2.688 1.239  0.19
H -1.122 -4.059 0.583  0.26
H -2.217 -4.275 1.914  0.31
H 0.102 -2.315 2.317  0.26
H 0.557 -3.895 2.309  0.26
H -0.651 -3.381 3.524  0.28

*two*
A 2-piece molecular cluster, C9H14 overall. Source: OMol25; level of theory: ωB97M-V with the def2-TZVPD basis set.

Properties
Charge: 0
SMILES string: Cc1ccccc1.CC
HOMO-LUMO gap (eV): 10.05

Each line ends with the Mulliken charge.
Element x y z (Å)
C -1.488 2.306 -0.103  -1.36
C -0.489 1.357 -0.713  0.69
C 0.066 1.650 -1.953  -0.60
C 0.897 0.750 -2.581  -0.31
C 1.198 -0.476 -1.995  -0.69
C 0.708 -0.720 -0.728  -0.16
C -0.142 0.179 -0.076  -0.24
H -1.128 2.752 0.837  0.30
H -2.366 1.739 0.233  0.32
H -1.852 3.059 -0.798  0.36
H -0.216 2.591 -2.395  0.33
H 1.261 0.987 -3.574  0.34
H 1.642 -1.265 -2.589  0.36
H 0.922 -1.619 -0.177  0.36
H -0.437 -0.074 0.936  0.29
C 0.232 -1.718 3.576  -0.88
C -0.609 -2.608 2.681  -0.64
H -0.301 -0.781 3.768  0.27
H 0.398 -2.099 4.582  0.33
H 1.173 -1.404 3.127  0.28
H -0.039 -3.497 2.406  0.26
H -1.571 -2.879 3.095  0.31
H -0.733 -2.102 1.722  0.10

*three*
A 2-piece molecular cluster, C9H14 overall. Source: OMol25; level of theory: ωB97M-V with the def2-TZVPD basis set.

Properties
Charge: 0
SMILES string: Cc1ccccc1.CC
HOMO-LUMO gap (eV): 10.09

Each line ends with the Mulliken charge.
Element x y z (Å)
C 1.969 2.224 -0.101  -1.41
C 0.812 1.499 -0.698  0.86
C 0.939 0.265 -1.308  -0.31
C -0.105 -0.370 -1.978  -0.74
C -1.303 0.343 -2.105  -0.35
C -1.442 1.571 -1.471  -0.37
C -0.430 2.106 -0.676  -0.51
H 1.820 2.552 0.926  0.33
H 2.311 3.038 -0.747  0.31
H 2.896 1.635 -0.073  0.35
H 1.863 -0.305 -1.302  0.29
H -0.085 -1.279 -2.560  0.40
H -2.168 0.056 -2.690  0.38
H -2.375 2.105 -1.613  0.34
H -0.644 3.060 -0.213  0.40
C -0.524 -1.889 2.684  -0.82
C -0.425 -2.779 1.470  -0.59
H 0.124 -2.184 3.512  0.28
H -0.271 -0.836 2.520  0.23
H -1.536 -1.809 3.089  0.28
H -0.579 -2.199 0.555  0.04
H 0.464 -3.391 1.398  0.30
H -1.312 -3.413 1.382  0.29

According to the calculations, the structures order from most to least stable as *two*, *three*, *one*.